{
  "formula": "C21H20IN6O3Yb",
  "method": "ωB97M-V/def2-TZVPD",
  "species": ["Yb", "I", "O", "O", "O", "N", "N", "N", "N", "N", "N", "C", "C", "C", "C", "C", "C", "C", "C", "C", "C", "C", "C", "C", "C", "C", "C", "C", "C", "C", "C", "C", "H", "H", "H", "H", "H", "H", "H", "H", "H", "H", "H", "H", "H", "H", "H", "H", "H", "H", "H", "H"],
  "coordinates": [[-0.29225, -0.46784, 0.15020], [6.78214, 4.50511, -1.19772], [0.53299, 1.60613, 0.06063], [-2.08098, -1.73974, -0.05714], [1.84738, -0.30822, -0.35337], [-0.14475, -0.51331, 4.60925], [-1.15755, 0.31634, -2.03552], [0.49767, -2.37516, 1.43907], [1.18561, -3.09607, 3.45280], [-0.63038, 0.01497, 2.47136], [-3.90501, -0.88312, -1.10756], [2.68461, 3.14486, -0.77818], [0.55484, -2.09759, 2.76123], [-2.79879, 1.27480, -3.47159], [-1.84609, 1.45756, -4.46707], [-1.09882, 1.01422, 3.28907], [1.51867, -4.08774, 2.50727], [1.08212, -3.60196, 1.28834], [-0.04334, -0.88916, 3.29450], [3.80601, 3.91443, -1.03887], [4.10518, 1.28158, -0.11324], [-3.39647, 0.48277, -1.13002], [5.07694, 3.37500, -0.78576], [-3.22288, -1.90734, -0.56110], [-0.21410, 0.49206, -2.97609], [-3.84032, -3.28344, -0.53869], [-0.51356, 1.05285, -4.20399], [1.62989, 0.96997, -0.19830], [5.22692, 2.06688, -0.28454], [2.84290, 1.82183, -0.36613], [-0.82346, 0.72758, 4.61329], [-2.41710, 0.68537, -2.24324], [-4.24502, 1.19027, -1.21713], [6.23248, 1.69003, -0.05142], [-3.85178, 1.57782, -3.60820], [-3.22838, -3.97322, -1.15881], [-4.82190, -1.05702, -1.52166], [4.16688, 0.22645, 0.19532], [-2.12508, 1.90864, -5.43001], [2.01792, -5.03230, 2.77913], [0.79163, 0.13385, -2.72006], [1.35686, -3.08034, 4.45782], [0.28409, 1.17863, -4.95162], [0.23460, -1.04279, 5.39813], [-1.08905, 1.26299, 5.52756], [1.65202, 3.52651, -0.88694], [-2.88400, 0.64201, -0.16677], [-3.84003, -3.63314, 0.50517], [-1.59097, 1.87432, 2.84320], [1.14295, -4.03859, 0.29960], [3.71723, 4.94399, -1.39751], [-4.86843, -3.25168, -0.92470]],
  "forces_ev_per_a": [[-0.71, -0.37, 0.28], [-0.18, -0.08, 0.08], [0.14, -2.79, -0.19], [-0.46, 0.28, -0.22], [-2.49, 1.10, 0.51], [-0.42, 0.73, -1.57], [0.60, -0.48, 0.88], [-0.03, 0.46, 1.79], [-0.48, 0.14, -1.47], [0.90, -1.20, 1.11], [-0.14, -0.80, 0.23], [-0.55, 0.01, 0.04], [0.44, -0.91, -0.61], [-0.33, -0.25, 0.63], [0.61, -0.21, 0.18], [0.12, -0.05, 0.72], [-0.13, 0.40, 0.19], [0.32, -0.29, 0.58], [-0.59, 0.88, 0.35], [0.38, 0.24, 0.15], [-0.21, -0.53, -0.08], [-0.14, 0.08, 0.33], [-0.23, -0.32, 0.05], [-0.29, 0.01, -0.25], [-0.21, -0.06, -0.35], [-0.06, 0.24, -0.27], [-0.27, 0.29, -0.54], [3.20, 2.25, -0.45], [0.49, 0.46, -0.14], [-0.38, -0.17, 0.13], [0.08, -0.55, -0.51], [0.05, 0.95, -1.65], [0.51, -0.49, 0.16], [-0.58, 0.14, -0.19], [0.73, -0.15, -0.01], [-0.35, 0.44, 0.44], [0.50, -0.07, 0.29], [0.14, 0.67, -0.11], [0.22, -0.25, 0.53], [-0.39, 0.85, -0.17], [-0.37, 0.29, -0.24], [0.06, -0.37, -0.60], [-0.54, -0.05, 0.41], [-0.39, 0.61, -0.34], [0.28, -0.34, -0.45], [0.86, -0.09, -0.08], [-0.35, 0.24, -0.18], [0.02, 0.04, -0.42], [0.12, -0.18, 0.43], [0.15, -0.15, 0.32], [0.00, -0.44, 0.11], [0.34, -0.18, 0.15]],
  "mulliken_spin": [1.0114, 0.0000, 0.0002, -0.0004, -0.0017, 0.0000, -0.0025, -0.0011, 0.0000, -0.0011, -0.0001, 0.0001, -0.0011, 0.0004, -0.0002, 0.0000, 0.0000, -0.0001, 0.0004, 0.0000, 0.0001, 0.0002, 0.0001, 0.0001, -0.0004, -0.0001, 0.0003, -0.0034, 0.0000, -0.0006, -0.0001, -0.0005, 0.0000, 0.0000, 0.0000, 0.0000, 0.0000, 0.0000, 0.0000, 0.0000, -0.0002, 0.0000, 0.0000, 0.0000, 0.0000, 0.0001, 0.0002, 0.0000, 0.0000, 0.0000, 0.0000, 0.0000],
  "fmax_ha_per_bohr": 0.077,
  "multiplicity": 2,
  "e_above_lowest_kcal_mol": 0.00,
  "homo_lumo_gap_ev": [6.95, 6.56],
  "charge": 2,
  "homo_energy_ev": [-12.6, -12.6]
}

=====

{
  "formula": "C17H20N2O3S",
  "method": "ωB97M-V/def2-TZVPD",
  "species": ["S", "O", "O", "O", "N", "N", "C", "C", "C", "C", "C", "C", "C", "C", "C", "C", "C", "C", "C", "C", "C", "C", "C", "H", "H", "H", "H", "H", "H", "H", "H", "H", "H", "H", "H", "H", "H", "H", "H", "H", "H", "H", "H"],
  "coordinates": [[2.09036, -1.39113, -0.29068], [0.63390, -0.59914, 2.74445], [-2.44676, -0.54863, -0.65807], [2.31960, 0.93120, -2.25726], [0.10535, 1.30860, -2.26511], [-1.05687, 0.73841, 0.53863], [0.06683, -1.78387, -1.81802], [-1.60449, 0.33252, -0.62292], [-1.28292, 1.07113, -1.92998], [-0.56845, -0.97006, 2.23708], [-1.94362, 2.47287, -1.93860], [-0.68913, -2.32510, 2.27656], [-1.50865, 0.08622, 1.76421], [1.18999, 0.53242, -2.02433], [1.28787, -1.72470, 3.10804], [-0.05944, 1.75963, 0.74460], [0.28386, -2.99573, -1.13356], [2.65892, -1.59363, 3.66569], [1.33448, -2.92870, -0.27494], [0.25025, 2.59410, -2.92397], [0.95234, -0.80737, -1.45936], [0.51284, -2.81400, 2.84673], [-0.82577, 3.46492, -2.28487], [-1.62425, 0.85964, 2.53087], [-2.47309, -0.37911, 1.55283], [0.75610, 1.34992, 1.34379], [1.26700, 2.96042, -2.77782], [-0.44132, 3.94554, -1.38524], [-0.70429, -1.65716, -2.55478], [-1.52652, -2.89860, 1.93772], [1.71239, -3.69324, 0.37350], [0.76182, -3.83768, 3.03849], [-1.16941, 4.24298, -2.96285], [0.34958, 2.11630, -0.19099], [-0.49934, 2.60188, 1.28904], [3.00519, -2.56022, 4.01815], [-2.39654, 2.69862, -0.97402], [-1.74957, 0.45267, -2.71001], [-2.73248, 2.50057, -2.68845], [-0.31876, -3.87401, -1.27673], [2.66843, -0.88476, 4.49209], [3.34295, -1.22890, 2.89939], [0.07162, 2.47520, -3.99930]],
  "forces_ev_per_a": [[-0.37, -0.19, -0.30], [0.17, 0.33, 0.13], [-0.26, -0.14, -0.13], [0.23, 0.03, 0.08], [-0.04, 0.23, -0.09], [-0.01, 0.02, 0.37], [0.17, 0.37, -0.02], [-0.09, 0.07, -0.28], [-0.39, -0.48, -0.06], [-0.71, -0.64, -0.22], [-0.02, 0.10, -0.03], [-0.07, 0.70, 0.00], [0.13, -0.14, 0.00], [-0.07, 0.05, -0.18], [0.07, -0.89, 0.12], [0.15, 0.25, 0.05], [0.11, -0.21, 0.09], [-0.24, 0.25, -0.15], [0.21, 0.35, -0.09], [0.28, 0.29, -0.13], [0.38, -0.46, 0.23], [0.38, 0.43, 0.24], [0.03, -0.10, -0.04], [-0.05, -0.04, -0.05], [0.15, 0.08, 0.14], [0.01, 0.07, -0.06], [-0.12, -0.03, -0.09], [0.02, 0.01, -0.02], [-0.17, 0.10, -0.12], [-0.24, -0.06, -0.12], [0.02, -0.17, 0.13], [0.15, -0.21, 0.08], [0.02, 0.06, 0.02], [-0.01, 0.05, 0.04], [0.06, 0.03, 0.00], [0.02, -0.05, 0.03], [-0.06, -0.01, -0.01], [0.03, 0.08, 0.28], [-0.02, -0.04, 0.04], [-0.09, -0.18, -0.01], [0.07, 0.01, 0.08], [0.11, 0.02, 0.00], [0.05, 0.06, 0.02]],
  "nbo_charge": [0.4812, -0.4254, -0.6441, -0.6176, -0.4339, -0.4384, -0.1972, 0.7075, -0.1317, 0.2592, -0.3933, -0.2811, -0.2686, 0.6510, 0.2957, -0.4225, -0.2683, -0.6538, -0.3836, -0.2214, -0.3294, -0.3289, -0.4159, 0.2067, 0.2624, 0.2237, 0.2444, 0.2066, 0.2312, 0.2330, 0.2375, 0.2245, 0.2220, 0.2222, 0.1914, 0.2281, 0.2191, 0.2182, 0.2208, 0.2266, 0.2261, 0.2263, 0.1899],
  "smiles": "Cc1ccc(CN(C)C(=O)[C@H]2CCCN2C(=O)c2cccs2)o1",
  "fmax_ha_per_bohr": 0.019,
  "e_above_lowest_kcal_mol": 29.89,
  "homo_lumo_gap_ev": 9.07,
  "charge": 0,
  "homo_energy_ev": -8.3
}

=====

{
  "formula": "C25H14F3I2N2O2S2Sr",
  "method": "ωB97M-V/def2-TZVPD",
  "species": ["I", "I", "Sr", "S", "S", "F", "F", "F", "O", "O", "N", "N", "C", "C", "C", "C", "C", "C", "C", "C", "C", "C", "C", "C", "C", "C", "C", "C", "C", "C", "C", "C", "C", "C", "C", "C", "C", "H", "H", "H", "H", "H", "H", "H", "H", "H", "H", "H", "H", "H", "H"],
  "coordinates": [[5.76300, 0.28030, 2.34011], [3.47300, -3.04873, 6.68970], [1.78054, -0.99400, -0.98179], [-6.95321, 1.23768, 0.89250], [1.08840, 0.11805, -3.55536], [1.24077, 2.81525, -5.31943], [2.44591, 1.25762, -6.24629], [3.20541, 3.27370, -6.09154], [-8.07234, 3.29279, -0.16711], [3.07512, -0.89709, 0.88093], [1.25802, -2.54986, 1.68381], [3.15523, 0.82213, -2.03148], [4.24490, 2.68732, -3.71857], [2.53379, 1.03992, -3.22827], [3.10980, 2.00812, -4.09255], [4.26434, 1.49273, -1.68874], [-2.89963, -0.66530, -0.08980], [-5.39321, 0.51155, 0.52746], [-5.31411, -0.57275, -0.34371], [2.48699, 2.32697, -5.43208], [0.28567, -3.34248, 2.04852], [-0.59187, -1.83330, -0.73094], [-4.09275, -1.14876, -0.64747], [-1.65441, -1.27986, -0.44190], [0.20988, -3.89622, 3.34684], [4.85500, 2.43693, -2.49242], [2.24580, -2.74391, 3.89826], [3.33209, -2.35231, 4.74328], [-6.06424, 2.81548, -1.34841], [3.22836, -1.31149, 2.08353], [4.25445, -0.99429, 2.95119], [4.29556, -1.51300, 4.27117], [-2.99626, 0.41332, 0.79884], [-7.08882, 2.60024, -0.26204], [2.21991, -2.23473, 2.59372], [1.18156, -3.60587, 4.25667], [-4.21682, 0.98608, 1.10735], [-0.61644, -4.54528, 3.60630], [-6.22068, -0.95540, -0.79755], [4.66540, 1.23678, -0.71146], [-6.41463, 2.29202, -2.24082], [4.66030, 3.42297, -4.39406], [1.14221, -4.02629, 5.25391], [5.74735, 2.95765, -2.17636], [-6.03368, 3.88080, -1.56420], [-5.07614, 2.43632, -1.10471], [5.11807, -1.22296, 4.91136], [-4.26762, 1.81823, 1.79952], [-0.47182, -3.54096, 1.29724], [-4.03737, -1.98278, -1.33460], [-2.09078, 0.79665, 1.25143]],
  "forces_ev_per_a": [[0.15, 0.17, -0.16], [0.03, -0.11, 0.33], [-0.65, -0.79, 0.31], [-0.06, 0.27, -0.02], [0.60, 0.52, -0.26], [0.10, -0.07, -0.11], [-0.08, 0.16, 0.01], [-0.09, -0.05, -0.02], [0.08, 0.00, 0.04], [1.18, 0.47, 0.72], [0.20, 0.04, 0.26], [0.35, 0.57, -0.51], [0.20, 0.11, 0.04], [-0.08, -0.18, 0.28], [-0.26, 0.02, -0.29], [-0.43, -0.37, 0.09], [-0.11, -0.21, -0.20], [0.41, -0.27, -0.10], [0.00, -0.02, -0.06], [0.09, -0.16, 0.27], [0.01, -0.06, 0.18], [-0.89, 0.05, -0.10], [-0.06, 0.04, 0.01], [0.20, 0.02, 0.19], [-0.14, -0.01, -0.23], [0.00, 0.08, -0.13], [0.05, -0.07, 0.28], [-0.26, 0.00, -0.43], [0.04, -0.12, 0.11], [-0.49, -0.23, -0.54], [-0.04, -0.26, 0.71], [0.10, 0.19, -0.30], [0.18, 0.01, 0.04], [-0.28, 0.02, -0.08], [-0.11, 0.07, -0.50], [0.17, 0.07, 0.12], [-0.14, 0.03, 0.02], [0.00, 0.01, -0.01], [0.01, 0.00, 0.02], [0.01, 0.02, -0.04], [0.01, -0.01, 0.02], [0.02, 0.00, 0.03], [0.03, 0.02, -0.01], [-0.01, 0.01, -0.03], [0.01, 0.01, -0.02], [0.00, 0.02, 0.03], [0.00, 0.00, 0.00], [0.02, -0.01, 0.00], [0.00, -0.01, 0.01], [-0.02, 0.01, 0.00], [0.00, 0.00, 0.00]],
  "nbo_charge": [0.1085, 0.1047, 1.8244, 0.2406, -0.4478, -0.3175, -0.3194, -0.3448, -0.5698, -0.9119, -0.4266, -0.6294, -0.1127, 0.1092, -0.2526, 0.0723, 0.0273, -0.2605, -0.2039, 0.9861, 0.0560, -0.4943, -0.2204, -0.3343, -0.2613, -0.3286, -0.1223, -0.2054, -0.7263, 0.4469, -0.3226, -0.2263, -0.2282, 0.4289, 0.0793, -0.1497, -0.1977, 0.2133, 0.2150, 0.2137, 0.2441, 0.2245, 0.2184, 0.2175, 0.2372, 0.2438, 0.2251, 0.2162, 0.2197, 0.2218, 0.2200],
  "fmax_ha_per_bohr": 0.028,
  "e_above_lowest_kcal_mol": 11.29,
  "homo_lumo_gap_ev": 7.28,
  "charge": -1,
  "homo_energy_ev": -5.3
}

=====

{
  "formula": "C4H6N4",
  "method": "ωB97M-V/def2-TZVPD",
  "species": ["N", "N", "N", "N", "C", "C", "C", "C", "H", "H", "H", "H", "H", "H"],
  "coordinates": [[-0.04742, 1.95582, 0.27494], [1.74684, -0.87316, -0.89043], [0.68462, -0.15560, -0.39172], [-1.09606, 1.36941, 1.00931], [0.79814, 1.22238, -0.36330], [-0.71649, -2.07860, -0.10452], [-1.32162, 0.10378, 0.73855], [-0.41866, -0.80975, 0.07596], [0.07142, -2.79003, -0.44933], [-1.75437, -2.25305, 0.23033], [-2.26606, -0.34668, 1.11700], [1.65309, 1.57641, -0.94834], [1.73656, -1.74623, -0.19725], [1.49527, -1.14259, -1.84729]],
  "forces_ev_per_a": [[0.91, 0.62, -0.04], [0.28, -2.54, 1.51], [0.62, 1.56, 0.21], [-0.11, -2.09, -1.70], [-1.11, -1.06, 0.90], [-0.02, -1.52, 0.21], [-0.87, 1.64, 1.30], [-0.41, 1.93, -0.67], [-1.52, 0.32, 0.12], [0.98, -1.03, -0.23], [0.81, 0.50, 0.04], [-0.43, 0.31, 0.42], [0.68, 1.98, -2.48], [0.20, -0.62, 0.41]],
  "nbo_charge": [-0.3263, -0.6262, -0.2517, -0.2059, 0.2572, -0.5381, 0.0440, 0.0776, 0.2125, 0.2253, 0.1971, 0.2115, 0.3643, 0.3586],
  "smiles": "C=C1C=NN=CN1N",
  "fmax_ha_per_bohr": 0.063,
  "e_above_lowest_kcal_mol": 86.17,
  "homo_lumo_gap_ev": 8.67,
  "charge": 0,
  "homo_energy_ev": -8.3
}

=====

- Among the records above, which one has the highest charge?
  C21H20IN6O3Yb